Record 1
The following is a quantum chemistry calculation of an isolated molecule of C6H12O, from the OMol25 dataset.

Each line ends with the natural charge from an NBO analysis.
CARTESIAN COORDINATES (ANGSTROEM)
C 1.6875 1.2385 0.2743  -0.59
C 0.7716 0.0037 0.1864  -0.39
C 1.5187 -1.1537 -0.4779  -0.59
C -0.3575 0.5292 -0.6542  0.10
C -1.9205 -0.8385 -0.5206  -0.60
C -1.6370 0.5838 0.0567  -0.06
O -1.7307 0.5131 1.4759  -0.73
H 1.1778 2.1023 0.7178  0.20
H 2.5599 1.0066 0.8943  0.22
H 2.0241 1.5240 -0.7270  0.22
H 0.4766 -0.2917 1.2048  0.20
H 2.4451 -1.3724 0.0660  0.21
H 1.7673 -0.9066 -1.5155  0.22
H 0.9151 -2.0691 -0.4796  0.20
H -1.1164 -1.1567 -1.2075  0.26
H -2.8348 -0.8587 -1.1142  0.24
H -1.9539 -1.5321 0.3230  0.24
H -2.3571 1.3148 -0.3284  0.18
H -1.4357 1.3633 1.8255  0.47

Atoms 1-3, force components in eV/Å:
C 0.1 0.1 0.0
C 0.0 0.0 0.0
C 0.0 -0.1 -0.1

Values from the calculation:
Kohn-Sham gap: 9.036 eV
Charge: 0
Lowest unoccupied orbital energy: 0.782 eV

Record 2
The following is a quantum chemistry calculation of an isolated molecule of C6H12O, from the OMol25 dataset.

Each line ends with the natural charge from an NBO analysis.
CARTESIAN COORDINATES (ANGSTROEM)
C 1.9651 0.4959 -0.4447  -0.60
C 1.0767 -0.2414 0.5598  -0.39
C -0.3692 -0.3745 0.1104  -0.08
C -0.6171 -1.3821 -0.9936  -0.60
C -1.4534 -0.2213 1.1528  -0.43
C -1.2433 0.8557 0.1412  0.08
O -0.7451 2.0647 0.6374  -0.70
H 1.6673 1.5476 -0.5187  0.19
H 1.9044 0.0581 -1.4474  0.20
H 3.0160 0.4734 -0.1366  0.21
H 1.1149 0.2868 1.5179  0.22
H 1.4795 -1.2478 0.7380  0.20
H 0.0088 -1.1888 -1.8732  0.21
H -0.3992 -2.3983 -0.6423  0.21
H -1.6630 -1.3632 -1.3205  0.21
H -1.1437 0.0173 2.1668  0.23
H -2.3447 -0.8393 1.0814  0.21
H -1.9909 0.9603 -0.6486  0.17
H -0.2629 2.4968 -0.0803  0.47

Atoms 1-3, force components in eV/Å:
C 0.0 0.0 -0.1
C 0.0 0.0 0.1
C 0.1 0.0 0.0

Values from the calculation:
Kohn-Sham gap: 10.318 eV
Charge: 0
SMILES: CC[C@@]1(C)C[C@H]1O
Lowest unoccupied orbital energy: 0.936 eV

Record 3
The following is a quantum chemistry calculation of a cluster of 2 separate species, C6H12O in total, from the OMol25 dataset.

Each line ends with the natural charge from an NBO analysis.
CARTESIAN COORDINATES (ANGSTROEM)
C -0.6173 -1.1738 0.0363  -0.55
C -1.7495 -0.5585 0.3714  0.33
C -2.8952 -0.2861 -0.5461  -0.66
O -2.0151 -0.0940 1.6279  -0.69
H -0.4148 -1.4832 -0.9798  0.21
H 0.1740 -1.3482 0.7585  0.20
H -2.6741 -0.6424 -1.5511  0.22
H -3.1067 0.7864 -0.5895  0.22
H -3.7933 -0.7897 -0.1752  0.23
H -1.2676 -0.3193 2.1969  0.48
C 2.5874 -0.3898 -0.8600  -0.41
C 2.3185 0.3351 0.2214  -0.17
C 1.5085 1.5977 0.2309  -0.65
H 2.2311 -0.0918 -1.8448  0.19
H 3.1535 -1.3155 -0.8027  0.20
H 2.6852 -0.0077 1.1908  0.19
H 1.2185 1.8896 -0.7835  0.21
H 2.0684 2.4247 0.6837  0.22
H 0.5885 1.4665 0.8152  0.22

Atoms 1-3, force components in eV/Å:
C -0.1 0.0 0.1
C 0.1 -0.1 -0.3
C 0.0 0.0 -0.1

Values from the calculation:
Kohn-Sham gap: 9.666 eV
Charge: 0
SMILES: C=C(C)O.C=CC
Lowest unoccupied orbital energy: 0.894 eV

Which energy relative to the best compared isomer or geometry (same formula, charge and spin) belongs to each record? In order, 375.9, 104.4, 153.2 kJ/mol.
Which HOMO energy belongs to each record? In order, -8.25, -9.38, -8.77 eV.